Molecular formula: C18H37AlCl24FO2
Method: DFT, the ωB97M-V functional and the def2-TZVPD basis

Last column: Löwdin charge in e.
Atoms and positions in Å:
C  -3.0145  1.2641  0.4724  -0.13
C  -2.5735  0.0098  1.2272  -0.24
O  -1.2401  0.0628  1.7374  -0.06
C  -0.2525  -0.4747  0.9162  -0.45
O  0.1293  -1.6094  1.1284  0.11
C  0.3277  0.4669  -0.1132  -0.11
C  1.3584  -0.1963  -1.0443  -0.27
C  0.8289  -0.5653  -2.4465  -0.31
Al  1.6637  -2.1891  -3.3070  0.15
F  3.1977  -1.7190  -4.0190  -0.36
H  -2.4687  2.1480  0.8121  0.05
H  -2.9011  1.1571  -0.6112  0.07
H  -4.0835  1.4175  0.6506  0.00
H  -2.7516  -0.8951  0.6368  0.11
H  -3.2134  -0.0746  2.1131  0.11
H  0.8069  1.2660  0.4709  0.06
H  -0.4902  0.9370  -0.6672  0.10
H  2.1602  0.5432  -1.1755  0.09
H  1.8062  -1.0522  -0.5393  0.05
H  1.0559  0.2671  -3.1263  -0.04
H  -0.2670  -0.6706  -2.4152  0.04
H  0.7031  -2.6418  -4.5483  -0.11
H  1.9448  -3.3673  -2.2810  -0.12
C  2.7614  -6.7700  -0.8808  -1.04
Cl  3.7278  -5.3892  -1.3967  0.51
Cl  1.0452  -6.5895  -1.2688  0.51
H  3.1262  -7.6591  -1.3830  0.02
H  2.8570  -6.8748  0.1942  0.02
C  -5.6838  -2.8141  0.8477  -1.02
Cl  -5.7717  -1.2756  -0.0144  0.52
Cl  -6.0855  -2.6418  2.5615  0.48
H  -6.3916  -3.4996  0.3982  0.00
H  -4.6726  -3.1954  0.7678  0.03
C  -2.4649  5.2759  -0.0207  -1.02
Cl  -0.8687  4.6266  0.3744  0.49
Cl  -3.2095  4.4061  -1.3663  0.49
H  -3.0933  5.1629  0.8510  -0.06
H  -2.3643  6.3200  -0.2892  -0.03
C  5.3169  -2.7713  1.7187  -1.05
Cl  6.3379  -1.3866  1.2917  0.48
Cl  3.6130  -2.4838  1.3847  0.55
H  5.6477  -3.6276  1.1404  -0.08
H  5.4330  -2.9584  2.7790  -0.03
C  -0.9932  2.5085  -5.0197  -1.01
Cl  -2.1320  1.2574  -5.5360  0.50
Cl  -1.1380  2.8670  -3.2961  0.49
H  0.0134  2.1608  -5.2155  0.01
H  -1.2064  3.4142  -5.5747  0.02
C  3.9928  0.6758  -5.2306  -1.01
Cl  4.1886  1.7300  -6.6575  0.46
Cl  3.1184  1.4769  -3.9310  0.57
H  3.4384  -0.2086  -5.5154  0.01
H  4.9732  0.3995  -4.8670  0.03
C  1.7566  1.9659  3.0845  -1.00
Cl  1.8577  3.2467  1.8705  0.52
Cl  3.3533  1.4704  3.6658  0.50
H  1.1859  2.3371  3.9265  0.03
H  1.2695  1.1060  2.6399  0.01
C  6.9249  -1.9531  5.9312  -1.02
Cl  8.1156  -1.8495  4.6291  0.50
Cl  5.6510  -3.1335  5.6045  0.52
H  7.4361  -2.2541  6.8374  0.02
H  6.4669  -0.9790  6.0526  0.02
C  -5.9289  4.8548  2.3758  -0.99
Cl  -5.1544  3.5358  1.4900  0.59
Cl  -4.7753  6.0755  2.9388  0.52
H  -6.6426  5.3383  1.7199  0.03
H  -6.4270  4.4390  3.2431  0.02
C  -10.1377  -1.8000  1.6833  -1.02
Cl  -9.4531  -3.1431  0.7553  0.51
Cl  -8.9170  -0.6348  2.1968  0.50
H  -10.8566  -1.2896  1.0542  0.02
H  -10.6185  -2.2065  2.5646  0.02
C  -0.7404  9.2109  -1.1895  -1.02
Cl  0.3691  7.8851  -0.8357  0.52
Cl  -2.1741  9.2018  -0.1489  0.51
H  -0.2196  10.1469  -1.0297  0.02
H  -1.0649  9.1227  -2.2191  0.02
C  6.5383  -7.4079  -0.0510  -1.02
Cl  5.9911  -8.6757  1.0584  0.49
Cl  6.5523  -5.8169  0.7052  0.55
H  7.5431  -7.6461  -0.3774  0.02
H  5.8561  -7.3672  -0.8930  -0.01

For the molar mass, the calculation gives 1182.3 g/mol. As for the total charge: -1. Its frontier orbital gap is 0.2330 Eh. For the LUMO energy, the calculation gives 1.64 eV. For the calculated total energy, the calculation gives -333216.9869 eV.



Molecular formula: C47H56Cl5N3O5PRuSi
Method: DFT, the ωB97M-V functional and the def2-TZVPD basis

Last column: Mulliken spin population.
Atoms and positions in Å:
Ru  -0.8456  0.4111  -0.3625  2.98
Cl  0.5971  7.3754  2.0808  0.00
C  0.4334  5.8582  1.2898  0.02
C  -0.0654  4.7602  1.9801  -0.01
Cl  -0.5154  4.8862  3.6352  0.00
C  -0.1957  3.5444  1.3222  0.00
Cl  -0.7620  2.1268  2.1372  0.03
C  0.1202  3.3803  -0.0244  0.03
O  -0.0517  2.2456  -0.6890  0.18
C  0.6473  4.4867  -0.6943  0.02
Cl  1.1147  4.2650  -2.3417  0.00
C  0.8048  5.7083  -0.0482  -0.01
Cl  1.4629  7.0427  -0.9065  0.00
C  -5.6940  3.1270  2.5833  0.00
C  -4.7581  2.1551  2.9135  0.01
C  -3.9196  1.6414  1.9354  0.03
C  -4.0103  2.1069  0.6243  -0.05
C  -4.9664  3.0689  0.2919  0.00
C  -5.8047  3.5768  1.2744  0.00
P  -3.0428  1.3231  -0.6807  0.07
C  -2.9124  2.4892  -2.0455  0.04
C  -2.6278  3.8318  -1.7831  0.00
C  -2.3863  4.7034  -2.8307  0.00
C  -2.4124  4.2372  -4.1404  0.01
C  -2.6885  2.9018  -4.4048  0.00
C  -2.9342  2.0228  -3.3570  0.00
C  -4.0053  -0.0872  -1.2089  -0.05
C  -5.3195  -0.0702  -1.5833  0.02
C  -5.9538  -1.2777  -1.9462  -0.01
C  -5.2561  -2.4548  -1.9118  0.02
C  -3.8961  -2.4903  -1.5164  -0.02
C  -3.1388  -3.6917  -1.4859  0.10
C  -1.8239  -3.6748  -1.1195  -0.06
C  -1.1870  -2.4679  -0.7522  -0.02
C  -1.8903  -1.2825  -0.7402  0.02
C  -3.2675  -1.2831  -1.1506  -0.04
H  -6.3439  3.5338  3.3484  0.00
H  -4.6793  1.7974  3.9330  0.00
H  -3.2103  0.8649  2.1943  0.03
H  -5.0532  3.4303  -0.7245  0.00
H  -6.5429  4.3263  1.0157  0.00
H  -2.5957  4.1974  -0.7632  0.00
H  -2.1698  5.7453  -2.6262  0.00
H  -2.2144  4.9212  -4.9578  0.00
H  -2.7185  2.5446  -5.4265  0.00
H  -3.1637  0.9828  -3.5630  0.00
H  -5.8781  0.8596  -1.6016  0.00
H  -6.9942  -1.2685  -2.2484  0.00
H  -5.7436  -3.3847  -2.1858  0.00
H  -3.6198  -4.6232  -1.7655  0.00
H  -1.2510  -4.5959  -1.1105  0.00
H  -0.1343  -2.4873  -0.4971  0.08
C  -0.0993  -0.8008  4.3463  0.00
C  0.1977  -2.1330  3.6734  0.00
C  -1.0129  -2.6238  2.9068  0.00
C  0.6289  -3.1675  4.6963  0.00
O  1.3311  -1.9460  2.8015  0.01
Si  1.6861  -1.3335  1.3411  -0.03
O  0.5584  -0.3358  0.7047  0.29
O  1.8781  -2.5040  0.2040  -0.02
C  2.5798  -3.7636  0.2362  0.01
C  3.9381  -3.5986  0.9064  0.00
C  2.7458  -4.1724  -1.2155  0.00
C  1.7330  -4.7833  0.9791  0.00
O  3.1102  -0.5381  1.4896  0.02
C  3.7016  0.2353  2.5692  0.00
C  3.9431  -0.6329  3.7983  0.00
C  2.7755  1.3945  2.8966  0.01
C  5.0366  0.7355  2.0568  0.00
H  -0.9549  -0.8927  5.0211  0.00
H  -0.3278  -0.0383  3.5907  0.00
H  0.7635  -0.4616  4.9248  0.00
H  -1.8282  -2.8466  3.6000  0.00
H  -0.7739  -3.5364  2.3518  0.00
H  -1.3583  -1.8698  2.2035  0.01
H  -0.1593  -3.3273  5.4376  0.00
H  1.5307  -2.8322  5.2141  0.00
H  0.8433  -4.1224  4.2096  0.00
H  4.5211  -2.8189  0.4090  0.00
H  4.4937  -4.5386  0.8630  0.00
H  3.8241  -3.3183  1.9593  0.00
H  3.3073  -3.4073  -1.7602  0.00
H  1.7650  -4.2867  -1.6886  0.00
H  3.2809  -5.1220  -1.2959  0.00
H  1.5940  -4.4811  2.0196  0.00
H  2.2161  -5.7639  0.9655  0.00
H  0.7495  -4.8779  0.5062  0.00
H  3.0230  -1.1022  4.1432  0.00
H  4.3491  -0.0198  4.6072  0.00
H  4.6666  -1.4215  3.5709  0.00
H  1.8156  1.0302  3.2774  0.00
H  2.5831  1.9917  1.9984  0.00
H  3.2185  2.0442  3.6560  0.00
H  5.6280  -0.1036  1.6812  0.00
H  5.5953  1.2208  2.8610  0.00
H  4.9070  1.4631  1.2542  0.00
C  4.4052  0.0437  -2.1712  0.00
C  3.6563  1.1317  -1.4460  -0.01
N  2.2505  0.7671  -1.3696  0.04
C  1.5767  0.0901  -2.3024  0.01
N  0.2455  -0.0344  -2.1981  0.24
C  -0.4249  -0.6803  -3.3397  -0.01
C  0.3629  -1.8824  -3.8097  0.00
C  1.6975  -1.3834  -4.2956  0.00
N  2.2885  -0.4611  -3.3199  0.01
C  3.7182  -0.1692  -3.5028  0.00
H  4.3700  -0.8753  -1.5813  0.00
H  5.4477  0.3206  -2.3242  0.00
H  3.7708  2.0851  -1.9686  0.00
H  4.0134  1.2548  -0.4310  0.00
H  1.7020  1.1601  -0.6241  0.01
H  -0.5223  0.0395  -4.1612  0.02
H  -1.4283  -0.9650  -3.0504  0.00
H  -0.1529  -2.4183  -4.6081  0.00
H  0.5056  -2.5639  -2.9669  0.00
H  1.5869  -0.8783  -5.2586  0.00
H  2.3966  -2.2082  -4.4367  0.00
H  3.8428  0.7101  -4.1399  0.00
H  4.1506  -1.0165  -4.0313  0.00

As for the expectation value of S²: 6.043. For the molar mass, the calculation gives 1080.4 g/mol. As for the total charge: +1. Its spin multiplicity is 5. Its frontier orbital gap (alpha / beta) is 0.3003 / 0.2230 Eh. For the LUMO energy (alpha / beta), the calculation gives -2.42 / -4.54 eV. For the calculated total energy, the calculation gives -146718.0117 eV.



Molecular formula: C5H10O
Method: DFT, the ωB97M-V functional and the def2-TZVPD basis

Last column: Löwdin charge in e.
Atoms and positions in Å:
C  -1.2741  0.3751  -1.1571  -0.04
C  -0.3301  0.5215  -0.0285  -0.55
O  -0.6757  1.4247  0.9324  0.04
C  1.1393  0.5552  -0.4069  -0.10
C  1.0193  -0.8160  0.3204  -0.22
C  -0.4837  -1.1111  0.9326  -0.07
H  -0.9513  -0.4533  -1.7978  0.10
H  -1.3168  1.2973  -1.7422  0.09
H  -2.2216  0.1203  -0.6977  0.09
H  0.1171  1.7315  1.3929  0.11
H  1.3950  0.5571  -1.4861  0.12
H  1.8025  1.2991  0.0786  0.12
H  1.6699  -0.8559  1.1624  0.09
H  1.0862  -1.5841  -0.4381  0.10
H  -0.5459  -0.8325  1.9932  0.05
H  -0.4300  -2.2289  0.9418  0.07

For the molar mass, the calculation gives 86.1 g/mol. As for the total charge: 0. Its frontier orbital gap is 0.3101 Eh. For the LUMO energy, the calculation gives 0.83 eV. For the calculated total energy, the calculation gives -7390.3923 eV. The relative energy (zero: lowest compared OMol25 entry of this formula, charge and spin) comes out at 4.373 eV.



Molecular formula: C10H10BrFIr
Method: DFT, the ωB97M-V functional and the def2-TZVPD basis

Last column: Mulliken spin population.
Atoms and positions in Å:
C  1.8368  -0.8566  -0.3565  0.10
C  2.2387  0.3179  -1.0770  0.22
C  2.6003  1.3663  -0.1602  -0.02
H  2.1366  0.3601  -2.1680  0.00
C  2.4067  0.7503  1.2665  0.06
C  1.9392  -0.6116  1.0298  0.30
H  1.6003  -1.3235  1.7904  0.01
H  1.5191  -1.7850  -0.8641  0.00
H  2.5779  2.4892  -0.3765  0.04
H  2.2952  1.3225  2.1901  0.00
Ir  0.7803  1.6863  0.4217  2.04
Br  -0.6921  2.1383  -1.4531  0.21
C  -2.7437  0.1585  0.0854  0.19
C  -1.9816  -0.6135  0.9885  0.08
C  -1.3802  -1.6763  0.2661  0.38
H  -1.8438  -0.4793  2.0943  0.00
C  -1.7695  -1.5682  -1.0930  -0.11
C  -2.6105  -0.4112  -1.2089  0.38
H  -2.9860  0.0123  -2.1818  0.00
H  -3.2516  1.1271  0.3408  0.00
H  -0.7018  -2.4096  0.7575  0.00
H  -1.2333  -2.0251  -1.9565  0.00
F  -0.7370  2.0311  1.6649  0.12

As for the expectation value of S²: 6.040. For the molar mass, the calculation gives 421.3 g/mol. As for the total charge: -1. Its spin multiplicity is 5. Its frontier orbital gap (alpha / beta) is 0.2169 / 0.2065 Eh. For the LUMO energy (alpha / beta), the calculation gives 3.25 / 1.73 eV. For the calculated total energy, the calculation gives -86126.4822 eV. The relative energy (zero: lowest compared OMol25 entry of this formula, charge and spin) comes out at 0.000 eV.



Molecular formula: C29H35AlCl2N3S
Method: DFT, the ωB97M-V functional and the def2-TZVPD basis

Last column: Löwdin charge in e.
Atoms and positions in Å:
Al  -0.5477  0.0875  0.2016  -0.16
Cl  -2.2069  -1.2073  1.2089  0.96
C  -1.6090  -1.6792  2.7937  -0.55
C  -2.4532  -2.4324  3.5851  -0.09
C  -1.9934  -2.8212  4.8302  -0.06
C  -0.7204  -2.4543  5.2404  -0.09
C  0.0942  -1.6960  4.4177  -0.68
Cl  1.6735  -1.2720  4.9675  0.71
C  -0.3301  -1.2701  3.1506  -0.65
S  0.6996  -0.3245  2.1099  0.81
H  -3.4392  -2.7058  3.2363  0.12
H  -2.6258  -3.4100  5.4790  0.12
H  -0.3473  -2.7567  6.2088  0.11
C  3.1803  2.9618  0.2760  -0.06
C  2.8862  2.0576  -0.9251  -0.38
C  3.6117  2.5610  -2.1753  -0.05
C  3.2480  0.6149  -0.6195  -0.14
C  4.5612  0.3024  -0.2776  -0.02
C  4.9261  -0.9901  0.0486  -0.04
C  3.9795  -2.0039  0.0418  -0.01
C  2.6614  -1.7429  -0.3007  -0.16
C  1.6390  -2.8594  -0.3837  -0.38
C  1.8689  -3.9620  0.6475  -0.06
C  1.6107  -3.4335  -1.8054  -0.04
C  2.3195  -0.4278  -0.6384  -0.19
N  0.9488  -0.1516  -0.9653  0.01
C  0.6179  0.1629  -2.1896  -0.01
C  -0.7179  0.4763  -2.4485  -0.28
C  -1.3516  0.8874  -3.6117  0.02
C  -2.6836  1.0799  -3.2729  -0.01
C  -2.8354  0.7533  -1.9208  -0.20
N  -1.6300  0.3916  -1.3895  0.08
C  -4.1519  0.7679  -1.1730  -0.53
C  -3.9931  1.4358  0.2031  -0.06
C  -4.6882  -0.6759  -1.0762  -0.04
C  -5.1915  1.5776  -1.9559  -0.06
H  2.8246  3.9765  0.0805  0.07
H  4.2509  3.0239  0.4726  0.08
H  2.7010  2.5811  1.1816  0.08
H  1.8132  2.1225  -1.1168  0.11
H  4.6908  2.5748  -2.0161  0.08
H  3.2951  3.5750  -2.4240  0.08
H  3.4164  1.9205  -3.0368  0.08
H  5.3084  1.0860  -0.2570  0.12
H  5.9516  -1.2102  0.3139  0.11
H  4.2764  -3.0095  0.3063  0.12
H  0.6531  -2.4313  -0.1795  0.09
H  2.7265  -4.5823  0.3825  0.08
H  0.9986  -4.6182  0.6915  0.08
H  2.0382  -3.5463  1.6422  0.08
H  2.6007  -3.8017  -2.0796  0.09
H  1.3207  -2.6781  -2.5387  0.07
H  0.9062  -4.2637  -1.8731  0.09
H  1.3618  0.1789  -2.9820  0.16
H  -0.8802  1.0388  -4.5696  0.12
H  -3.4711  1.4103  -3.9269  0.11
H  -3.0931  1.1244  0.7313  0.00
H  -4.8503  1.2074  0.8372  0.09
H  -3.9418  2.5197  0.0840  0.09
H  -3.9135  -1.4044  -0.8646  0.04
H  -5.1298  -0.9641  -2.0307  0.09
H  -5.4613  -0.7513  -0.3099  0.09
H  -4.8581  2.6030  -2.1207  0.09
H  -6.1213  1.6118  -1.3860  0.10
H  -5.4139  1.1230  -2.9209  0.08
C  -0.0872  4.4081  1.5801  0.01
C  -0.3299  3.0850  1.0420  -0.09
N  -0.5240  2.0381  0.6248  0.23
H  0.7591  4.8561  1.0612  0.09
H  0.1429  4.3260  2.6418  0.11
H  -0.9711  5.0287  1.4416  0.11

For the molar mass, the calculation gives 555.6 g/mol. As for the total charge: +1. Its frontier orbital gap is 0.2889 Eh. For the LUMO energy, the calculation gives -2.93 eV. For the calculated total energy, the calculation gives -77587.7706 eV.